Density functional theory data (ωB97M-V with the def2-TZVPD basis set) for a molecular structure, C33H35N15O6PSc at a distorted geometry.

```
! RIJCOSX wB97M-V def2-TZVPD def2/J DEFGRID3
* xyz 0 1
Sc -0.154 0.051 0.475
N 1.472 -0.570 -3.214
C 0.830 -1.551 -2.297
C -0.504 -2.084 -2.770
C -1.163 -2.831 -1.599
N -1.506 -1.874 -0.542
C -0.224 -3.903 -1.046
C 1.154 -3.369 -0.652
N 1.038 -2.466 0.507
C 1.787 -2.637 -1.846
H 0.800 0.145 -3.507
H 1.864 -1.004 -4.047
H 2.248 -0.049 -2.640
H 0.662 -0.971 -1.413
H -0.383 -2.767 -3.618
H -1.150 -1.257 -3.081
H -2.062 -3.326 -1.982
H -1.870 -2.352 0.281
H -2.202 -1.206 -0.861
H -0.091 -4.678 -1.806
H -0.691 -4.389 -0.184
H 1.792 -4.228 -0.414
H 1.952 -2.273 0.902
H 0.479 -2.898 1.239
H 1.979 -3.357 -2.649
H 2.744 -2.197 -1.552
N -0.291 1.214 3.884
C -0.795 -0.031 3.602
N -1.377 -0.812 4.493
N -1.695 -1.927 3.811
N -1.339 -1.832 2.585
N -0.750 -0.611 2.396
C 0.345 2.009 2.959
N 0.971 3.138 3.244
N 1.386 3.599 2.046
N 1.039 2.804 1.103
N 0.366 1.753 1.649
H -0.239 1.487 4.850
N -1.407 0.894 -0.832
P -1.734 2.282 -1.445
C -3.417 2.394 -2.114
C -4.236 1.273 -2.073
C -5.533 1.335 -2.566
C -6.011 2.519 -3.106
C -5.197 3.645 -3.148
C -3.907 3.584 -2.649
C -1.621 3.729 -0.363
C -1.043 4.935 -0.738
C -0.966 5.984 0.168
C -1.472 5.833 1.449
C -2.075 4.638 1.822
C -2.151 3.593 0.920
C -0.609 2.621 -2.838
C -0.963 2.426 -4.169
C 0.003 2.495 -5.168
C 1.323 2.776 -4.843
C 1.684 2.975 -3.513
C 0.725 2.886 -2.515
H -3.848 0.362 -1.635
H -6.171 0.462 -2.521
H -7.023 2.570 -3.487
H -5.574 4.572 -3.560
H -3.281 4.470 -2.661
H -0.626 5.061 -1.730
H -0.493 6.912 -0.123
H -1.389 6.641 2.163
H -2.466 4.516 2.824
H -2.604 2.653 1.217
H -1.994 2.217 -4.429
H -0.281 2.345 -6.202
H 2.070 2.848 -5.623
H 2.711 3.192 -3.250
H 1.008 3.034 -1.475
O 3.204 0.784 -1.725
C 2.901 0.718 -0.514
O 1.901 0.099 -0.056
C 3.758 1.413 0.492
C 4.714 2.329 0.080
C 5.430 3.011 1.044
C 5.235 2.825 2.399
C 4.285 1.892 2.765
C 3.541 1.188 1.843
N 4.035 1.657 4.202
O 3.276 0.756 4.492
O 4.604 2.379 4.991
N 6.446 3.992 0.607
O 6.599 4.140 -0.587
O 7.060 4.583 1.468
H 4.890 2.510 -0.969
H 5.790 3.386 3.134
H 2.781 0.495 2.178
*
```

Kohn-Sham gap	7.42	eV
HOMO energy	-8.1	eV
ΔE to the lowest compared entry with this formula, charge and spin	33.9	kJ/mol